No. 1
{"formula": "H20O10", "method": "ωB97M-V with the def2-TZVPD basis set", "orbital_gap_ev": [10.21, 3.12], "lumo_energy_ha": [-0.14938, -0.40374], "s2": 0.76, "homo_ev": [-14.3, -14.1], "charge": 1, "multiplicity": 2, "symbols": ["O", "H", "H", "O", "H", "H", "O", "H", "H", "O", "H", "H", "O", "H", "H", "O", "H", "H", "O", "H", "H", "O", "H", "H", "O", "H", "H", "O", "H", "H"], "coordinates": [[-3.878, 0.455, -2.412], [-3.558, 1.357, -2.400], [-3.144, -0.064, -2.083], [2.535, -1.684, 1.640], [2.311, -1.129, 0.893], [3.168, -2.311, 1.290], [0.541, 2.826, 1.510], [0.001, 2.240, 2.040], [1.351, 2.339, 1.364], [-1.459, -1.934, -3.170], [-0.851, -1.881, -3.907], [-1.280, -1.147, -2.655], [1.685, -0.751, -0.683], [1.829, -1.601, -1.099], [1.732, -0.120, -1.401], [2.831, 1.521, 1.012], [2.814, 0.892, 0.291], [3.566, 1.242, 1.557], [-0.740, -0.096, 0.606], [-1.073, -0.125, -0.290], [0.211, -0.147, 0.511], [-3.286, 0.181, 1.416], [-3.485, -0.566, 0.852], [-2.350, 0.334, 1.290], [-1.155, 0.358, -2.085], [-0.337, 0.565, -2.537], [-1.404, 1.177, -1.655], [0.855, -0.480, 3.577], [0.865, -0.668, 2.638], [1.706, -0.785, 3.891]], "atomic_forces_ev_per_a": [[-0.37, -0.05, 0.36], [-0.16, 0.32, -0.17], [-0.06, -0.32, -0.35], [0.05, 0.03, 0.50], [0.13, 0.03, -0.16], [0.21, -0.32, 0.11], [-1.15, 0.76, -0.21], [-0.53, -0.33, 0.57], [1.60, -0.61, -0.18], [0.15, -0.60, 0.04], [-0.02, -0.20, -0.38], [-0.29, -0.33, -0.15], [-0.10, 0.58, -0.28], [-0.05, -0.58, -0.12], [0.12, 0.22, -0.33], [-0.34, 0.08, -0.17], [0.15, -0.15, -0.22], [0.24, 0.03, 0.39], [-0.44, 0.50, 1.05], [0.19, -0.34, -0.69], [0.38, -0.25, -0.19], [-0.74, 0.48, 0.41], [-0.43, -0.61, -0.35], [1.08, 0.07, 0.15], [0.47, 0.79, 0.65], [0.25, 0.15, -0.37], [-0.21, 0.61, -0.03], [-0.66, 0.69, 0.17], [0.13, -0.43, -0.14], [0.40, -0.22, 0.08]], "lowdin_charge": [-0.01, 0.03, -0.01, -0.04, -0.04, 0.06, 0.18, 0.07, 0.00, -0.04, 0.04, -0.06, -0.03, 0.10, 0.08, -0.01, 0.03, 0.09, 0.00, 0.02, 0.02, 0.18, 0.09, 0.02, -0.05, 0.09, 0.09, 0.04, 0.00, 0.06]}

---

No. 2
{"formula": "H20O20SV3", "method": "ωB97M-V with the def2-TZVPD basis set", "orbital_gap_ev": 7.90, "lumo_energy_ha": -0.21239, "homo_ev": -13.7, "charge": 1, "symbols": ["O", "V", "O", "O", "V", "O", "O", "V", "O", "S", "O", "O", "O", "O", "O", "H", "H", "O", "H", "H", "O", "H", "H", "O", "H", "H", "O", "H", "H", "O", "H", "H", "O", "H", "H", "O", "H", "H", "O", "H", "H", "O", "H", "H"], "coordinates": [[-3.591, -2.410, -2.383], [-2.529, -1.211, -2.105], [-3.215, 0.129, -2.671], [0.257, 2.041, 3.297], [-0.352, 0.562, 3.199], [-1.888, 0.795, 3.802], [3.165, 1.800, 0.601], [2.198, 2.892, -0.014], [1.351, 3.551, 1.154], [0.079, 0.322, -0.274], [-1.113, 0.056, -1.114], [0.747, 1.461, -0.851], [-0.446, 0.681, 1.055], [1.025, -0.738, -0.168], [1.393, -1.899, -2.567], [1.376, -1.491, -1.701], [1.844, -1.264, -3.123], [3.000, -2.529, 1.204], [2.077, -2.287, 1.136], [3.441, -1.979, 0.557], [1.814, -0.217, 2.536], [2.768, -0.238, 2.606], [1.644, -0.114, 1.599], [3.829, -0.876, -1.137], [4.610, -0.428, -0.812], [3.140, -0.212, -1.104], [0.754, 4.156, -1.389], [0.092, 3.471, -1.483], [0.700, 4.654, -2.205], [-1.507, 2.555, -2.674], [-2.368, 2.906, -2.447], [-1.415, 1.774, -2.128], [-0.872, -1.484, 2.733], [-1.382, -1.740, 3.501], [-0.911, -2.245, 2.154], [-2.878, 1.695, 0.929], [-3.498, 0.967, 0.977], [-2.022, 1.275, 0.846], [-3.186, -1.409, 0.177], [-2.547, -1.173, 0.850], [-3.520, -2.263, 0.453], [-0.960, -2.974, -1.197], [-0.997, -3.894, -0.935], [-0.109, -2.669, -0.881]], "atomic_forces_ev_per_a": [[2.36, 2.31, 0.38], [-3.62, -0.03, 0.14], [1.20, -2.84, 0.82], [-0.76, -2.98, 0.15], [-2.55, 5.33, 0.18], [4.32, -1.46, -1.40], [-0.22, 0.83, -0.38], [-3.60, -0.02, 1.16], [1.98, -1.34, -1.39], [-2.26, -0.05, 0.32], [0.74, -0.79, -0.10], [2.08, 3.49, -0.70], [0.13, -0.25, 1.46], [0.69, -2.00, 0.54], [-0.51, -0.24, -0.49], [0.33, 0.08, 0.19], [0.26, -0.02, -0.27], [0.02, -0.34, 0.61], [-0.06, 0.05, -0.06], [0.16, 0.12, -0.67], [-1.04, 0.04, 0.63], [0.33, -0.09, 0.39], [0.24, -0.19, -0.52], [0.06, -0.24, 0.04], [0.39, 0.17, 0.01], [-0.20, 0.20, 0.11], [1.36, -0.15, 0.48], [-1.04, -0.51, -0.37], [0.16, 0.22, -0.35], [0.71, 0.57, 0.03], [-0.36, 0.08, 0.02], [-0.22, -0.42, 0.08], [-0.14, -0.43, 0.12], [-0.53, -0.16, 0.49], [0.56, -0.22, -0.34], [-0.45, 0.29, -0.14], [-0.42, 0.00, -0.01], [0.03, 0.17, 0.05], [0.18, 0.33, -0.85], [0.36, 0.46, 0.20], [-0.43, -0.44, -0.25], [-0.47, 0.72, 0.14], [-0.30, -0.42, -0.28], [0.54, 0.19, -0.18]], "lowdin_charge": [-0.28, 1.08, -0.24, -0.24, 1.04, -0.28, -0.28, 1.13, -0.20, 0.35, -0.37, -0.31, -0.37, -0.30, -0.04, -0.05, 0.05, -0.04, -0.01, 0.00, -0.05, 0.09, -0.02, -0.03, 0.06, 0.00, -0.05, 0.02, 0.09, -0.03, 0.06, -0.03, -0.05, 0.09, 0.09, -0.03, 0.03, -0.05, -0.02, 0.04, 0.09, -0.04, 0.09, 0.02]}

---

No. 3
{"formula": "H21O10", "method": "ωB97M-V with the def2-TZVPD basis set", "orbital_gap_ev": 10.05, "lumo_energy_ha": -0.12095, "homo_ev": -13.3, "charge": 1, "symbols": ["O", "H", "H", "H", "O", "H", "H", "O", "H", "H", "O", "H", "H", "O", "H", "H", "O", "H", "H", "O", "H", "H", "O", "H", "H", "O", "H", "H", "O", "H", "H"], "coordinates": [[-0.021, 0.011, 0.362], [0.904, -0.142, 0.250], [-0.083, 0.996, 0.577], [-0.594, -0.113, -0.330], [-1.881, 2.066, 0.934], [-1.835, 2.694, 0.238], [-2.191, 2.519, 1.676], [0.894, -2.932, 0.353], [1.435, -3.321, -0.242], [-0.011, -3.150, 0.056], [2.545, 0.490, -0.671], [3.287, 0.935, -0.211], [1.880, 1.102, -0.978], [1.922, -1.639, 2.466], [1.614, -2.404, 1.946], [2.746, -1.729, 1.838], [1.313, 1.869, 1.730], [2.085, 1.502, 1.874], [1.400, 2.763, 2.033], [1.043, 2.743, -1.469], [2.070, 2.951, -1.844], [0.457, 2.852, -2.302], [-3.190, -0.529, 0.360], [-3.595, 0.394, 0.284], [-3.199, -0.766, 1.276], [-1.672, -3.097, -0.315], [-1.882, -2.281, -0.595], [-1.777, -3.738, -1.039], [-1.186, -0.119, -2.416], [-0.701, -0.514, -3.134], [-1.777, 0.586, -2.707]], "atomic_forces_ev_per_a": [[0.05, 2.76, 4.00], [2.31, -1.07, -0.72], [-0.06, -0.67, 0.73], [-2.34, -1.25, -3.73], [0.90, -2.02, -1.23], [-0.01, 1.09, -0.90], [-0.70, 1.14, 1.98], [-2.47, 1.80, 2.36], [2.94, -2.01, -2.94], [-0.20, 0.14, 0.39], [0.83, -1.13, 0.75], [-0.97, -0.12, -0.59], [0.04, 1.14, -0.19], [2.99, -0.80, -2.75], [-1.73, -0.14, 0.69], [-1.20, 1.34, 2.22], [-6.01, 2.50, -1.43], [6.03, -3.23, 1.30], [-0.17, 0.75, 0.21], [2.70, 0.91, -3.39], [-4.40, -0.64, 1.37], [1.65, -0.21, 1.91], [-0.58, 1.92, -1.49], [0.93, -2.05, 0.45], [-0.14, -0.09, 0.94], [1.37, -5.18, 1.28], [-1.62, 4.57, -1.80], [-0.23, 0.56, 0.32], [-0.09, 0.22, 1.35], [-0.04, 0.14, -0.62], [0.20, -0.40, -0.45]], "lowdin_charge": [0.28, 0.08, 0.13, 0.05, 0.02, 0.05, 0.04, -0.02, 0.00, 0.01, -0.05, 0.08, -0.03, -0.12, -0.02, 0.09, 0.05, -0.03, 0.08, -0.16, 0.18, 0.09, -0.06, 0.08, 0.04, 0.02, -0.05, 0.10, -0.02, 0.06, 0.06]}

---

Energy above the lowest of the compared OMol25 structures with the same formula, charge and spin for every record listed, in sequence, given in eV: 2.037 2.453 2.845.